Entry 1:
{
  "formula": "C16H11AgCl5N3O",
  "method": "ωB97M-V with the def2-TZVPD basis set",
  "molar_mass_da": 546.417,
  "fmax_ev_per_a": 3.706,
  "gap_ev": 7.3933,
  "energy_ev": -89899.2137,
  "species": ["Ag", "C", "C", "C", "C", "C", "C", "H", "H", "H", "H", "H", "H", "Cl", "C", "C", "Cl", "C", "Cl", "C", "O", "C", "Cl", "C", "Cl", "N", "C", "C", "N", "C", "C", "N", "H", "H", "H", "H", "H"],
  "positions_angstrom": [[-0.44058, -1.24333, 0.83443], [-1.96168, -4.05849, 0.19954], [-2.12628, -3.14802, 1.20984], [-2.80182, -1.95232, 0.97084], [-3.30631, -1.71568, -0.33049], [-2.99876, -2.60378, -1.37875], [-2.42558, -3.84009, -1.05986], [-1.50652, -4.99692, 0.36870], [-1.77524, -3.47404, 2.19477], [-3.10751, -1.34189, 1.83561], [-3.74692, -0.74212, -0.44060], [-3.23889, -2.31343, -2.41563], [-2.37394, -4.51056, -1.89290], [2.32072, 3.94694, -3.67518], [1.59404, 2.52380, -3.01523], [0.60933, 2.67192, -2.05447], [0.21283, 4.22859, -1.39912], [0.03414, 1.54612, -1.43488], [-1.04190, 1.71993, -0.06686], [0.31923, 0.21107, -1.79721], [-0.13252, -0.87894, -1.28523], [1.33239, 0.15171, -2.81572], [1.90783, -1.49944, -3.25248], [1.93800, 1.22504, -3.40709], [3.15011, 1.03461, -4.60436], [3.18458, 2.82307, 1.43224], [2.23160, 1.99351, 2.02584], [1.84592, 0.71691, 1.58788], [0.88790, 0.00892, 2.21800], [0.36900, 0.53380, 3.33993], [0.74321, 1.80198, 3.72096], [1.59692, 2.56174, 3.09602], [3.45017, 2.45426, 0.50311], [2.92291, 3.76211, 1.49441], [2.35661, 0.30543, 0.74133], [-0.33085, -0.06829, 3.93040], [0.30785, 2.16587, 4.62222]],
  "mulliken_charge": [0.4958, -0.1686, -0.3982, -0.5042, -0.3942, -0.3301, -0.5570, 0.4144, 0.4407, 0.4340, 0.4035, 0.3700, 0.3857, -0.1897, 0.3917, -0.2296, -0.1880, 0.5458, -0.1675, -0.4809, -0.6561, 0.6173, -0.2015, -0.0124, -0.1816, -0.5114, 0.6561, -0.3504, -0.4414, -0.1184, -0.2344, -0.5594, 0.2529, 0.2840, 0.3894, 0.3895, 0.4043]
}

---

Entry 2:
{
  "formula": "C25H31N3O5S",
  "method": "ωB97M-V with the def2-TZVPD basis set",
  "molar_mass_da": 485.606,
  "fmax_ev_per_a": 1.037,
  "smiles": "COc1ccc(C)cc1NC(=O)C1CCN(S(=O)(=O)c2ccc3c(c2)C(C)(C)C(=O)N3C)CC1",
  "gap_ev": 8.7349,
  "energy_ev": -51972.9035,
  "species": ["C", "H", "O", "C", "C", "C", "C", "C", "C", "N", "C", "O", "C", "C", "C", "N", "S", "O", "O", "C", "C", "C", "C", "C", "C", "H", "C", "C", "H", "H", "H", "C", "H", "H", "H", "C", "O", "N", "C", "H", "H", "H", "H", "H", "C", "C", "H", "H", "H", "H", "H", "H", "H", "H", "H", "H", "H", "C", "H", "H", "H", "H", "H", "H", "H"],
  "positions_angstrom": [[-2.80614, -4.14285, 1.80139], [-2.06244, -4.90610, 2.02578], [-2.20404, -3.29050, 0.85850], [-2.94606, -2.23741, 0.36775], [-4.22752, -1.91014, 0.77055], [-4.87265, -0.80866, 0.22290], [-4.25561, -0.02037, -0.73301], [-2.97071, -0.35884, -1.14787], [-2.31011, -1.45009, -0.61279], [-1.00466, -1.82586, -0.95527], [-0.15753, -1.23583, -1.83127], [-0.48164, -0.33308, -2.57622], [1.29237, -1.74947, -1.79395], [2.16488, -0.54777, -2.20065], [3.64742, -0.74163, -1.89497], [3.86989, -1.17648, -0.53914], [4.01841, -0.03012, 0.66148], [4.81563, 1.02871, 0.11790], [4.47557, -0.72997, 1.82656], [2.37569, 0.60957, 1.01092], [1.60244, -0.03384, 1.95875], [0.26871, 0.31079, 2.13549], [-0.24763, 1.30919, 1.32622], [0.55475, 2.00085, 0.40547], [1.87793, 1.65807, 0.24801], [2.53567, 2.17165, -0.43533], [-0.28771, 3.03755, -0.28020], [-0.32408, 2.88091, -1.80131], [0.62318, 3.19573, -2.23202], [-1.12020, 3.50052, -2.20686], [-0.50618, 1.84690, -2.08452], [0.14272, 4.45887, 0.10471], [1.12788, 4.67264, -0.30188], [-0.57219, 5.17432, -0.29420], [0.18100, 4.56878, 1.18681], [-1.66931, 2.77190, 0.32259], [-2.70793, 3.32592, 0.05247], [-1.54026, 1.78872, 1.27158], [-2.62848, 1.31943, 2.08527], [-3.51594, 1.88040, 1.79616], [-2.41582, 1.49290, 3.14227], [-2.80602, 0.25633, 1.91600], [-0.34217, -0.19492, 2.86601], [2.06286, -0.80722, 2.55387], [3.19639, -2.40675, -0.22428], [1.67697, -2.32123, -0.42168], [1.26201, -1.68494, 0.36044], [1.27176, -3.32925, -0.30263], [3.61436, -3.18991, -0.86722], [3.43431, -2.64312, 0.81357], [4.08276, -1.49497, -2.56125], [4.19206, 0.19420, -2.02137], [1.80328, 0.32980, -1.66592], [2.02821, -0.35701, -3.26520], [1.39656, -2.53392, -2.55272], [-0.68479, -2.62450, -0.42652], [-2.48071, 0.23425, -1.90082], [-4.92220, 1.18930, -1.30689], [-4.40879, 2.08932, -0.96798], [-4.87349, 1.17192, -2.39358], [-5.96320, 1.24561, -0.99989], [-5.87171, -0.57086, 0.55625], [-4.73977, -2.50150, 1.51292], [-3.06286, -3.60773, 2.72121], [-3.70317, -4.61967, 1.39510]],
  "mulliken_charge": [-1.0122, 0.2632, -0.4462, 0.8933, -0.5370, -1.0272, 0.5495, -0.1117, -0.0925, 0.1119, -0.2118, -0.7023, 0.8026, 0.4320, -1.5900, 0.2492, 1.4365, -0.7416, -0.7504, 0.2540, -1.0140, -0.5128, -0.6551, 0.6551, -0.4792, 0.5543, 2.2129, -1.7914, 0.4200, 0.4316, 0.2581, -2.0383, 0.3876, 0.4552, 0.4284, -0.1741, -0.6873, 0.3557, -1.1143, 0.3541, 0.4012, 0.2415, 0.5472, 0.4812, -1.6946, -0.4156, 0.0934, 0.6220, 0.4385, 0.4963, 0.3697, 0.5262, -0.6158, 0.6860, 0.3077, 0.2251, 0.5288, -1.5385, 0.2136, 0.3657, 0.4036, 0.3252, 0.4222, 0.3750, 0.3788]
}

---

Entry 3:
{
  "formula": "C27H34AsHfN6O3",
  "method": "ωB97M-V with the def2-TZVPD basis set",
  "molar_mass_da": 744.020,
  "fmax_ev_per_a": 3.344,
  "total_charge": 1,
  "gap_ev": 7.8042,
  "energy_ev": -105774.6298,
  "species": ["Hf", "C", "N", "C", "C", "C", "N", "C", "C", "C", "C", "C", "C", "C", "O", "C", "C", "C", "N", "C", "C", "C", "C", "C", "C", "C", "O", "H", "H", "H", "H", "H", "H", "H", "H", "H", "H", "H", "H", "H", "H", "H", "H", "H", "H", "H", "H", "H", "H", "H", "H", "H", "O", "N", "C", "C", "N", "C", "N", "C", "As", "C", "C", "H", "H", "H", "H", "H", "H", "H", "H", "H"],
  "positions_angstrom": [[-11.43454, -3.93587, 10.38771], [-9.87164, -2.38988, 8.16318], [-9.55582, -3.63095, 8.84229], [-8.20137, -3.46661, 9.43760], [-8.08585, -3.77746, 10.94289], [-8.63379, -2.69740, 11.87234], [-10.00268, -2.36509, 11.44579], [-10.42745, -1.26525, 11.86784], [-11.79472, -0.64144, 11.66845], [-12.15656, 0.35439, 12.55868], [-13.38875, 0.97573, 12.37875], [-14.25646, 0.58433, 11.36680], [-13.90037, -0.41767, 10.46848], [-12.62515, -1.07358, 10.67422], [-12.28312, -2.07888, 9.88472], [-9.53951, -4.74139, 7.82192], [-9.37825, -6.19148, 8.37918], [-10.49493, -6.80073, 9.26861], [-10.68795, -6.15657, 10.56188], [-10.66931, -6.86307, 11.62738], [-10.82659, -6.48330, 12.96781], [-10.72799, -7.43677, 14.04573], [-10.82120, -7.06654, 15.35795], [-11.09967, -5.77678, 15.68860], [-11.32538, -4.84735, 14.66584], [-11.15514, -5.16795, 13.33516], [-11.33058, -4.19565, 12.42263], [-9.09628, -2.15135, 7.45555], [-9.92021, -1.57154, 8.92874], [-10.88555, -2.40475, 7.65022], [-7.84978, -2.48798, 9.21014], [-7.45056, -4.14946, 8.94670], [-6.97752, -3.88382, 11.21012], [-8.56508, -4.72808, 11.25666], [-7.99375, -1.83780, 11.77347], [-8.60707, -3.04944, 12.91334], [-9.77205, -0.66064, 12.43577], [-11.53108, 0.59414, 13.40379], [-13.67785, 1.61955, 13.15586], [-15.15148, 1.05920, 11.21840], [-14.54866, -0.71460, 9.62293], [-8.74753, -4.59318, 7.04244], [-10.45868, -4.63770, 7.21663], [-8.44587, -6.23455, 8.96894], [-9.27359, -6.81545, 7.52628], [-10.16384, -7.80718, 9.45733], [-11.42442, -6.80666, 8.78154], [-10.38338, -7.95376, 11.46794], [-10.48472, -8.47669, 13.77986], [-10.68681, -7.78885, 16.13201], [-11.23733, -5.46456, 16.74145], [-11.57438, -3.83097, 14.89342], [-13.34025, -4.62633, 10.54790], [-14.35282, -4.82089, 11.40734], [-14.72850, -6.06183, 11.44345], [-15.76021, -6.50342, 12.26929], [-16.54570, -6.78719, 13.04495], [-14.04534, -7.04659, 10.65403], [-13.43231, -7.85018, 10.13551], [-12.83577, -3.42093, 6.21828], [-12.93494, -4.60970, 7.67535], [-14.86304, -4.60333, 7.96162], [-12.58380, -6.31006, 6.66026], [-13.50394, -3.80938, 5.43403], [-11.81078, -3.36050, 5.86979], [-13.12153, -2.46039, 6.61155], [-15.44891, -4.84084, 7.06520], [-15.15191, -3.60894, 8.27456], [-15.00791, -5.34491, 8.75516], [-13.22399, -6.38001, 5.73274], [-12.87168, -7.21548, 7.17957], [-11.52952, -6.32492, 6.42590]],
  "mulliken_charge": [1.4105, -1.1662, 0.7759, -1.2738, 0.1104, -1.5234, 0.3554, -0.4873, 0.7957, -0.7367, -0.8565, -0.6628, -1.0283, 0.2662, -0.1063, -0.6784, -0.9530, -0.9811, 0.4698, -0.0593, 0.9562, -1.1973, -0.7832, -0.5199, -0.6856, 0.0871, -0.1081, 0.5741, 0.3406, -0.1527, 0.6186, 0.3723, 0.4671, -0.2343, 0.7063, 0.3240, 0.6169, 0.4456, 0.4158, 0.5761, 0.3595, 0.3666, -0.2167, 0.2568, 0.7551, 0.8372, -0.1072, 0.1415, 0.4113, 0.4514, 0.4005, 0.5350, 0.4996, -0.8314, 0.8814, -0.1992, -0.3969, 0.0753, -0.5015, -1.3753, 0.9485, -1.0931, -1.3261, 0.4916, 0.4348, 0.3856, 0.4963, 0.3415, 0.2294, 0.4277, 0.4141, 0.4166]
}

---

Entry 4:
{
  "formula": "C14H27FeI2LuO6PS2",
  "method": "ωB97M-V with the def2-TZVPD basis set",
  "molar_mass_da": 871.092,
  "fmax_ev_per_a": 9.464,
  "total_charge": 4,
  "gap_ev": [3.1636, 3.9565],
  "energy_ev": -142362.1877,
  "multiplicity": 6,
  "species": ["I", "I", "Fe", "Lu", "S", "S", "C", "C", "C", "C", "C", "C", "C", "C", "C", "C", "C", "O", "O", "O", "H", "H", "H", "H", "H", "H", "H", "H", "H", "H", "H", "H", "H", "H", "H", "H", "H", "H", "C", "O", "P", "O", "C", "O", "C", "H", "H", "H", "H", "H", "H", "H", "H", "H"],
  "positions_angstrom": [[-0.74462, -4.05585, -1.28302], [-0.74855, -3.37121, -3.98854], [-0.00703, 0.87847, -3.01504], [-0.22097, 0.00639, -0.06698], [1.28092, -0.83128, -1.97519], [-1.76499, -0.42640, -2.00146], [1.65868, 0.19589, 1.36351], [3.13178, -0.65184, -1.82813], [-3.37585, 0.39251, -1.52393], [3.60999, -1.01052, -3.22953], [3.52199, 0.76094, -1.43266], [3.61031, -1.67841, -0.80469], [-4.06410, 0.22339, -2.87076], [-3.24023, 1.85101, -1.12444], [-4.04109, -0.46196, -0.44785], [1.39133, 1.56342, -3.90233], [-1.20134, 1.98569, -3.76822], [2.47637, 0.33355, 2.16300], [2.17783, 2.10680, -4.56313], [-1.83981, 2.75698, -4.35876], [3.22721, -0.29867, -3.97437], [3.25927, -2.01802, -3.50122], [4.70982, -0.98862, -3.24858], [3.14454, 1.49317, -2.15391], [4.62280, 0.80196, -1.42663], [3.15663, 1.01480, -0.42941], [3.24040, -1.45086, 0.20523], [4.71214, -1.66746, -0.78711], [3.26686, -2.68565, -1.08194], [-5.09153, 0.59140, -2.76749], [-4.06465, -0.84282, -3.14679], [-3.53648, 0.79550, -3.64728], [-4.26174, 2.23604, -0.98729], [-2.70938, 2.43821, -1.87909], [-2.74177, 1.98361, -0.14437], [-5.06572, -0.09062, -0.30242], [-3.53626, -0.37420, 0.53782], [-4.03803, -1.52363, -0.73176], [-1.36856, -1.49709, 3.06610], [-1.83224, -0.14120, 3.38139], [-1.90958, 0.73737, 1.95844], [-3.31576, 1.56408, 2.20889], [-3.39372, 2.31484, 3.43127], [-0.67845, 1.80054, 2.42674], [-0.38119, 2.90606, 1.55315], [-1.92537, -1.92804, 2.19791], [-1.57086, -2.06342, 3.98318], [-0.28694, -1.47444, 2.80566], [-3.23822, 1.69928, 4.32370], [-2.59853, 3.07912, 3.35956], [-4.38127, 2.76483, 3.41206], [-0.04710, 2.60599, 0.50950], [-1.28578, 3.52261, 1.46855], [0.43336, 3.47756, 2.02486]],
  "mulliken_charge": [0.2950, 0.4332, 0.1346, 1.5626, -0.3070, -0.2581, 0.1823, 1.0913, 1.0001, -1.3874, -1.1866, -1.3004, -1.5131, -1.0658, -1.1227, 0.4361, 0.4802, -0.0821, -0.1439, -0.1248, 0.3020, 0.3957, 0.5007, 0.2506, 0.5177, 0.2027, 0.2300, 0.4901, 0.3803, 0.4938, 0.4705, 0.3750, 0.5289, 0.1865, 0.2679, 0.4848, 0.1619, 0.3640, -0.6162, -0.4588, 0.6094, -0.2916, -0.6255, -0.4157, -0.5692, 0.2742, 0.3419, 0.2451, 0.3268, 0.3035, 0.2571, 0.2637, 0.3670, 0.2619]
}

---

Entry 5:
{
  "formula": "C6H6N",
  "method": "ωB97M-V with the def2-TZVPD basis set",
  "molar_mass_da": 92.121,
  "fmax_ev_per_a": 3.758,
  "total_charge": 1,
  "gap_ev": [7.0731, 7.0725],
  "energy_ev": -7793.8411,
  "species": ["C", "C", "C", "C", "C", "C", "N", "H", "H", "H", "H", "H", "H"],
  "positions_angstrom": [[-3.16195, 0.26512, -0.09969], [-4.45905, 0.44197, -0.07409], [0.33240, 0.69944, -0.75659], [0.03652, 1.01404, 0.65232], [-1.92824, 0.08079, -0.01500], [-0.59549, -0.22161, -0.02822], [-0.33712, -1.55879, 0.23280], [0.02700, 1.43677, -1.36512], [1.12485, 0.18818, -1.24436], [0.76087, 0.86440, 1.47320], [-0.68481, 1.83900, 0.86269], [0.16023, -2.15971, -0.43660], [-1.24817, -2.07809, 0.57895]],
  "mulliken_charge": [0.4162, -0.5579, -0.7084, -0.5611, 0.5476, 0.7562, -0.6048, 0.2926, 0.3094, 0.2826, 0.2745, 0.2679, 0.2852]
}

---

Q: Which formula does entry 3 have?
A: C27H34AsHfN6O3